# 1
{"formula": "C3H9NO3", "method": "ωB97M-V/def2-TZVPD", "homo_energy_ev": -9.71, "gap_ev": 10.4, "relative_energy_kj_mol": 125.5, "symbols": ["C", "O", "C", "N", "H", "H", "H", "H", "H", "H", "H", "H", "O", "C", "O", "H"], "xyz": [[0.89, 0.61, 0.93], [1.32, 1.38, 2.10], [-0.36, 1.31, 0.40], [-0.86, 0.57, -0.78], [0.63, -0.41, 1.23], [1.73, 0.57, 0.21], [2.09, 0.89, 2.44], [-1.12, 1.31, 1.20], [-0.10, 2.36, 0.14], [-1.01, -0.70, -0.50], [-0.13, 0.60, -1.55], [-1.72, 1.02, -1.14], [-1.22, -1.84, -0.41], [-0.34, -2.40, -1.20], [0.52, -1.76, -1.84], [-0.33, -3.51, -1.25]], "mulliken_charge": [-0.300, -0.526, -0.630, -0.462, 0.299, 0.307, 0.307, 0.286, 0.334, 0.384, 0.349, 0.274, -0.586, 0.175, -0.588, 0.374]}

---

# 2
{"formula": "C2H9NS", "method": "ωB97M-V/def2-TZVPD", "homo_energy_ev": [1.13, -5.24], "spin_multiplicity": 2, "total_charge": -1, "gap_ev": [1.7, 8.9], "s_squared": 0.7529, "relative_energy_kj_mol": 73.6, "symbols": ["N", "H", "H", "H", "C", "S", "C", "H", "H", "H", "H", "H", "H"], "xyz": [[5.10, 4.55, 2.47], [4.38, 5.24, 2.85], [4.58, 3.70, 2.17], [5.19, 5.07, 1.62], [-2.94, -0.82, -0.38], [-0.99, -0.91, -0.49], [-0.72, -2.59, -1.35], [-3.23, -0.32, -1.38], [-3.55, -0.22, 0.42], [-3.19, -1.83, -0.32], [-0.19, -2.36, -2.23], [-0.10, -3.19, -0.64], [-1.74, -2.88, -1.57]], "lowdin_spin": [0.074, 0.012, 0.049, 0.011, 0.055, 0.695, 0.065, 0.004, 0.011, 0.001, 0.011, 0.012, 0.001]}